#a
Density functional theory data (wB97M-V/def2-TZVPD) for a 2-piece molecular cluster, C4H11NO overall.

The geometry in XYZ format:
```
17
Properties=species:S:1:pos:R:3:mulliken_charge:R:1
C -1.6907 0.3465 -2.7366 -1.155
N -1.0281 -0.4787 -0.0016 -0.416
C -0.4463 0.6828 -0.5699 0.726
C -0.8020 1.2136 -1.7687 -0.134
C 0.8720 1.1743 0.1213 -1.230
H -2.8088 0.4699 -2.4614 0.366
H -1.5447 -0.7663 -2.6044 0.369
H -1.5773 0.8450 -3.7488 0.332
H -1.6377 -1.0446 -0.5933 0.278
H -0.2754 -1.0797 0.4969 0.340
H -0.7940 2.2913 -1.8810 0.384
H 0.6528 1.4715 1.1115 0.420
H 1.8126 0.6133 0.1672 0.377
H 1.0857 2.1350 -0.3275 0.342
H 2.2902 -2.3273 5.6007 0.336
H 3.2258 -2.5461 4.2490 0.321
O 2.6657 -3.0007 4.9466 -0.656
```

Output
multiplicity = 2
<S²> = 0.76
HOMO level (spin up / spin down) = -13.5 / -13.5 eV
total charge = +1


#b
Density functional theory data (wB97M-V/def2-TZVPD) for a 2-piece molecular cluster, C4H11NO overall.

The geometry in XYZ format:
```
17
Properties=species:S:1:pos:R:3:mulliken_charge:R:1
C 0.7338 -1.0184 1.9290 -0.890
C 1.4378 -0.1848 0.9654 0.583
C 2.7584 0.2625 1.1781 -0.701
N 0.7294 0.1768 -0.1827 -0.428
H 1.3245 -1.2274 2.8127 0.389
H -0.1836 -0.4652 2.1742 0.319
H 0.4182 -1.9419 1.4368 0.331
H 3.3890 0.6155 0.3707 0.317
H 3.1637 0.2968 2.1834 0.317
H -1.2610 -0.1030 -1.1423 0.333
H 1.2807 -0.0074 -1.0254 0.341
H 0.5718 1.1918 -0.2164 0.372
C -3.0927 0.4756 -1.6010 -0.526
O -1.7287 0.1994 -1.9243 -0.486
H -3.2195 0.7594 -0.5484 0.249
H -3.4180 1.3245 -2.1950 0.224
H -3.7201 -0.3754 -1.8292 0.256
```

Output
multiplicity = 2
<S²> = 0.75
HOMO level (spin up / spin down) = -13.2 / -13.2 eV
total charge = +1


#c
Density functional theory data (wB97M-V/def2-TZVPD) for a 2-piece molecular cluster, C4H11NO overall.

The geometry in XYZ format:
```
17
Properties=species:S:1:pos:R:3:mulliken_charge:R:1
C 1.1057 0.8451 -1.3331 -1.013
C -0.2721 0.7706 -1.8084 0.712
C -1.1594 -0.1612 -1.2976 -0.205
N -0.7892 -1.2086 -0.4761 -0.300
C -0.7184 1.6747 -2.8631 -1.084
H 1.5516 0.2670 -0.4790 0.390
H 1.0807 1.8885 -1.0457 0.292
H 1.8066 0.5375 -2.2132 0.302
H -2.1300 -0.1072 -1.7200 0.403
H -1.4145 -1.9200 0.0316 0.301
H 0.1916 -1.1642 -0.1458 0.228
H -0.4892 1.5480 -3.9563 0.337
H -0.6512 2.8182 -2.4920 0.304
H -1.8336 1.6475 -2.9663 0.333
H 1.4938 -2.0610 6.9335 0.321
H 1.4557 -0.7045 6.2723 0.320
O 1.3410 -1.6331 6.1159 -0.641
```

Output
multiplicity = 2
<S²> = 0.76
HOMO level (spin up / spin down) = -13.5 / -13.5 eV
total charge = +1


#c is preferred energetically. Next in line: 0.0212 hartree higher.


#a
Density functional theory data (wB97M-V/def2-TZVPD) for one molecule with the formula C3H5FN2.

The geometry in XYZ format:
```
11
Properties=species:S:1:pos:R:3:mulliken_charge:R:1
C -0.0939 -0.6255 -0.2449 -0.104
C 1.2582 -0.0801 0.0306 0.277
C 1.5610 1.2136 -0.1358 -0.716
H -2.6614 0.2132 0.8930 0.263
H -2.1135 -1.3959 -0.2308 0.297
H -0.3259 -1.7240 -0.7856 0.245
H 2.5702 1.4984 0.0706 0.329
H 0.6869 1.8721 -0.0365 0.296
N -2.2130 -0.2096 0.0675 -0.493
N -0.9940 0.2873 0.1427 -0.100
F 2.3254 -1.0496 0.2292 -0.293
```

Output
HOMO level = -8.4 eV
total charge = 0


#b
Density functional theory data (wB97M-V/def2-TZVPD) for one molecule with the formula C3H5FN2.

The geometry in XYZ format:
```
11
Properties=species:S:1:pos:R:3:mulliken_charge:R:1
C 0.0342 -1.4093 0.1414 -0.130
C 0.9662 -0.2793 -0.0686 0.675
C 1.0199 1.0012 0.2135 -0.829
H -2.5748 0.4387 -0.5954 0.261
H -1.0726 0.9578 0.0814 0.118
H 0.4138 -2.4452 0.4763 0.327
H 0.2892 1.7032 0.6843 0.260
H 1.6518 1.7817 -0.2395 0.248
N -1.6168 0.1323 -0.4247 -0.297
N -1.3100 -1.0640 0.0909 -0.363
F 2.1990 -0.8172 -0.3595 -0.271
```

Output
HOMO level = -8.9 eV
total charge = 0


#b is preferred energetically. Next in line: 0.0114 hartree higher.


#a
Density functional theory data (wB97M-V/def2-TZVPD) for a 3-piece molecular cluster, C2H11NO2S overall.

The geometry in XYZ format:
```
17
Properties=species:S:1:pos:R:3:mulliken_charge:R:1
C -0.0584 0.1239 -1.1726 -0.009
C 1.4532 -0.1786 -1.2488 -0.827
S 2.2980 0.1839 0.3426 -0.224
N -0.5655 0.1966 -2.5498 -0.692
H -0.1522 1.0625 -0.6367 0.113
H -0.4832 -0.6587 -0.5351 0.268
H 1.8645 0.3704 -2.0904 0.423
H 1.5741 -1.2370 -1.4830 0.335
H 1.9210 -0.9224 1.0010 0.110
H -0.7731 -0.7338 -2.9158 0.256
H -1.5046 0.5770 -2.4741 0.247
H -0.8886 2.1547 1.4926 0.315
H -1.1362 2.6065 2.9310 0.311
O -1.3835 1.9582 2.2859 -0.622
H -0.7596 -1.0384 2.2424 0.316
H -0.4903 -2.5073 2.7275 0.305
O -0.9157 -1.9572 2.0833 -0.624
```

Output
HOMO level = -9.1 eV
total charge = 0


#b
Density functional theory data (wB97M-V/def2-TZVPD) for a 3-piece molecular cluster, C2H11NO2S overall.

The geometry in XYZ format:
```
17
Properties=species:S:1:pos:R:3:mulliken_charge:R:1
C -3.4957 -1.6025 -0.1679 -0.380
C -2.2332 -1.8244 -1.0930 -0.605
S -0.7675 -2.2742 -0.0868 -0.185
N -3.4567 -0.1919 0.1451 -0.641
H -3.3660 -2.2157 0.7307 0.295
H -4.2244 -2.0683 -0.8284 0.282
H -1.8698 -0.9435 -1.6128 0.357
H -2.4813 -2.5575 -1.8867 0.313
H -1.4096 -2.4806 1.0476 0.089
H -4.1670 0.1257 0.7978 0.214
H -2.5991 0.0202 0.6405 0.262
H 6.1091 2.9731 1.1034 0.332
H 6.9123 1.7511 1.4320 0.320
O 6.0114 2.0617 1.4401 -0.651
H 3.0313 2.9248 -1.0406 0.314
H 4.3634 2.8916 -0.1408 0.317
O 3.6427 3.4103 -0.4802 -0.632
```

Output
HOMO level = -8.9 eV
total charge = 0


#a is preferred energetically. Next in line: 0.0227 hartree higher.


#a
Density functional theory data (wB97M-V/def2-TZVPD) for a 2-piece molecular cluster, C4H12N4O overall.

The geometry in XYZ format:
```
21
Properties=species:S:1:pos:R:3:mulliken_charge:R:1
C 2.4421 0.3964 0.1817 -1.419
C 1.3088 -0.3707 0.7902 0.884
C 0.5233 0.1355 1.7602 -0.949
O 1.1935 -1.7093 0.4663 -0.538
H 1.9900 -1.9778 -0.0267 0.329
H 2.6087 0.0752 -0.8520 0.392
H 2.2230 1.4689 0.1634 0.356
H 3.3637 0.2242 0.7440 0.356
H 0.6549 1.1503 2.1191 0.288
H -0.2045 -0.4877 2.2692 0.276
N -0.9061 0.0488 -1.2163 0.075
C -1.8913 -0.1805 -0.2720 0.498
N -0.6537 1.3731 -1.6439 -0.779
N -2.0418 -1.4885 0.0598 -0.599
N -2.6785 0.7108 0.2229 -0.815
H -0.2049 -0.6861 -1.2761 0.318
H -1.4865 1.8014 -2.0557 0.227
H 0.0230 1.3830 -2.4104 0.235
H -2.7274 -1.5526 0.8064 0.326
H -1.1675 -1.9117 0.3607 0.266
H -2.3690 1.5974 -0.1907 0.275
```

Output
HOMO level = -8.1 eV
total charge = 0


#b
Density functional theory data (wB97M-V/def2-TZVPD) for one molecule with the formula C4H12N4O.

The geometry in XYZ format:
```
21
Properties=species:S:1:pos:R:3:mulliken_charge:R:1
C -0.4641 -0.5500 0.0692 0.106
C -2.8387 -0.6601 0.6076 -0.945
C 2.4939 -0.7914 -0.5623 -1.210
N -1.8051 0.0486 -0.1233 0.055
C 1.7300 0.4021 -0.0535 0.559
N -1.9108 1.4385 0.1380 -0.804
N 2.4828 1.5328 0.0802 -0.410
O -0.3223 -1.3970 -1.0382 -0.520
N 0.4900 0.5000 0.2089 -0.384
H -0.8687 -0.9156 -1.7217 0.364
H -0.4325 -1.1907 0.9727 0.194
H -1.4845 1.6622 1.0431 0.269
H -1.3615 1.9196 -0.5685 0.277
H 2.0525 2.3157 0.5400 0.241
H 3.4833 1.4503 0.1325 0.217
H -2.8191 -1.7053 0.3087 0.362
H -2.6960 -0.5947 1.6947 0.319
H -3.7987 -0.2193 0.3479 0.322
H 3.3470 -0.9862 0.0881 0.382
H 2.8618 -0.5875 -1.5669 0.275
H 1.8608 -1.6719 -0.5972 0.330
```

Output
HOMO level = -8.7 eV
total charge = 0


#b is preferred energetically. Next in line: 0.0244 hartree higher.